C4H9NO2 | wB97M-V/def2-TZVPD

The geometry in XYZ format:
```
16
Properties=species:S:1:pos:R:3
C -1.635 0.829 0.711
C -1.956 -0.425 -0.077
N -0.715 -0.731 -0.806
C 0.446 -0.439 -0.129
O 0.687 -0.735 1.061
O 1.420 -0.072 -0.966
C 2.707 0.114 -0.366
H -2.348 1.251 1.407
H -0.669 0.007 1.675
H -1.342 1.744 0.141
H -2.185 -1.238 0.626
H -2.774 -0.393 -0.810
H -0.712 -0.411 -1.768
H 3.354 0.447 -1.180
H 2.650 0.876 0.417
H 3.072 -0.824 0.064
```

Values from the calculation:
* HOMO energy: -8.80 eV
* calculated total energy: -9876.6157 eV
* multiplicity: 1
* total charge: 0
* relative energy (zero: lowest compared OMol25 entry of this formula, charge and spin): 3.445 eV
* HOMO-LUMO gap: 0.3560 Eh

***

CClF2O2S | wB97M-V/def2-TZVPD

The geometry in XYZ format:
```
7
Properties=species:S:1:pos:R:3
C -0.726 -0.286 -0.085
O 2.002 -0.677 -0.113
O 1.216 1.641 0.480
F -0.644 -0.768 1.187
F -1.056 -1.412 -0.839
S 1.231 0.542 -0.461
Cl -2.023 0.961 -0.169
```

Values from the calculation:
* HOMO energy: -3.87 eV
* calculated total energy: -33925.7174 eV
* multiplicity: 1
* total charge: -1
* relative energy (zero: lowest compared OMol25 entry of this formula, charge and spin): 0.422 eV
* HOMO-LUMO gap: 0.2746 Eh

***

C3H3CuFO2 | wB97M-V/def2-TZVPD

The geometry in XYZ format:
```
10
Properties=species:S:1:pos:R:3
C -0.473 0.569 0.406
C 0.351 -0.117 -0.604
O 0.822 -1.421 -0.018
C 2.053 -1.515 0.347
H -0.670 1.644 0.258
H -0.037 0.540 1.424
H -0.237 -0.447 -1.476
O -1.801 0.001 0.690
F -2.523 -0.018 -0.615
Cu 2.516 0.765 -0.411
```

Values from the calculation:
* HOMO energy (alpha / beta): -1.39 / -1.40 eV
* calculated total energy: -54602.9409 eV
* multiplicity: 1
* total charge: -1
* relative energy (zero: lowest compared OMol25 entry of this formula, charge and spin): 4.767 eV
* HOMO-LUMO gap (alpha / beta): 0.1825 / 0.1825 Eh

***

C6H8S2 | wB97M-V/def2-TZVPD

The geometry in XYZ format:
```
16
Properties=species:S:1:pos:R:3
C -0.465 -0.032 2.213
C -0.202 0.268 0.662
C 0.875 0.872 -0.245
C 0.204 -1.099 -0.126
C -0.357 -0.589 -1.620
C 0.144 0.775 -1.649
H -1.299 -0.650 2.263
H 0.499 -0.673 2.396
H -0.639 0.876 2.775
H -1.108 0.575 0.213
H 1.268 1.946 0.002
H 0.105 -2.201 0.113
H -1.339 -1.002 -1.988
H -0.427 1.819 -1.942
S 1.921 -0.561 -0.103
S 0.821 -0.325 -2.965
```

Values from the calculation:
* HOMO energy: -8.46 eV
* calculated total energy: -28018.6662 eV
* multiplicity: 1
* total charge: 0
* relative energy (zero: lowest compared OMol25 entry of this formula, charge and spin): 3.376 eV
* HOMO-LUMO gap: 0.3397 Eh

***

C8H7ClN3O2 | wB97M-V/def2-TZVPD

The geometry in XYZ format:
```
21
Properties=species:S:1:pos:R:3
C -0.387 1.440 -0.524
C 0.849 1.648 0.121
C 0.148 -0.468 0.428
C 0.039 -1.843 0.760
C -0.969 -2.584 0.151
C -1.926 -1.920 -0.730
C -1.723 -0.577 -0.918
C 2.373 0.229 1.489
N -0.767 0.158 -0.312
N 1.138 0.441 0.742
N -0.978 2.451 -1.530
O -0.262 3.417 -1.782
O -2.037 2.178 -2.027
Cl 1.819 3.044 0.295
H 0.808 -2.106 1.475
H -1.086 -3.573 0.560
H -2.579 -2.386 -1.371
H -2.353 -0.016 -1.648
H 2.445 -0.862 1.600
H 3.184 0.477 0.784
H 2.262 0.853 2.435
```

Values from the calculation:
* HOMO energy: -13.58 eV
* calculated total energy: -29486.5712 eV
* multiplicity: 1
* total charge: +1
* SMILES: C[n+]1c(Cl)c([N+](=O)[O-])n2ccccc21
* HOMO-LUMO gap: 0.3415 Eh

***

C6H6O2 | wB97M-V/def2-TZVPD

The geometry in XYZ format:
```
14
Properties=species:S:1:pos:R:3
C 1.973 -1.413 -0.929
C 1.008 -0.474 -0.389
C -0.332 1.024 0.660
C -1.000 2.358 0.546
C -1.139 -0.294 0.471
C -0.327 -1.196 -0.260
H 3.137 -1.171 -0.719
H 1.816 -2.341 -1.168
H -1.976 2.442 0.944
H -0.477 3.437 0.359
H -2.061 -0.335 1.229
H -0.236 -2.354 -0.252
O 1.075 0.774 0.403
O -1.459 -0.457 -0.896
```

Values from the calculation:
* HOMO energy: -8.96 eV
* calculated total energy: -10407.6843 eV
* multiplicity: 1
* total charge: 0
* relative energy (zero: lowest compared OMol25 entry of this formula, charge and spin): 5.725 eV
* SMILES: C=C1OC(=C)[C@@H]2O[C@H]12
* HOMO-LUMO gap: 0.3496 Eh

***

CH8OSi2 | wB97M-V/def2-TZVPD

The geometry in XYZ format:
```
12
Properties=species:S:1:pos:R:3
C -0.157 -0.683 1.340
O 1.208 -0.717 0.775
Si -0.901 1.092 1.301
Si 1.131 0.100 -2.922
H -0.770 -1.449 0.779
H -0.393 -1.007 2.341
H 1.123 -1.216 -0.036
H 0.093 1.822 1.982
H -2.143 0.852 2.160
H -1.260 1.889 -0.079
H 0.054 -0.757 -3.568
H 2.016 0.074 -4.074
```

Values from the calculation:
* HOMO energy: -8.93 eV
* calculated total energy: -18964.8958 eV
* multiplicity: 1
* total charge: 0
* relative energy (zero: lowest compared OMol25 entry of this formula, charge and spin): 3.318 eV
* HOMO-LUMO gap: 0.2798 Eh

***

AsF6H20O10 | wB97M-V/def2-TZVPD

The geometry in XYZ format:
```
37
Properties=species:S:1:pos:R:3
As -1.473 -8.947 -17.467
F -1.158 -10.748 -17.515
F -0.264 -8.845 -16.183
F -1.858 -7.187 -17.494
F -2.577 -9.174 -18.886
F -2.779 -9.123 -16.276
F -0.153 -8.600 -18.661
O 0.423 -5.447 -18.908
H -0.188 -6.180 -18.838
H 1.283 -5.836 -18.751
O 1.959 -10.269 -16.890
H 1.311 -9.602 -16.665
H 1.707 -10.564 -17.766
O -4.323 -6.758 -15.396
H -3.449 -7.138 -15.309
H -4.179 -5.921 -15.836
O 0.002 -12.467 -15.441
H -0.132 -11.934 -16.224
H 0.439 -13.257 -15.759
O 1.015 -9.748 -13.566
H 0.917 -10.276 -14.358
H 1.290 -8.888 -13.883
O -3.712 -10.331 -14.152
H -3.459 -9.606 -14.724
H -2.882 -10.685 -13.832
O 0.980 -10.926 -19.436
H 0.522 -10.093 -19.551
H 0.374 -11.582 -19.781
O -2.310 -10.517 -21.231
H -2.627 -9.787 -21.762
H -2.531 -10.274 -20.332
O -1.702 -7.647 -14.194
H -0.785 -7.671 -14.468
H -1.809 -6.785 -13.790
O -5.139 -8.527 -20.206
H -4.211 -8.684 -20.030
H -5.500 -8.252 -19.363
```

Values from the calculation:
* HOMO energy (alpha / beta): 1.69 / -4.68 eV
* calculated total energy: -97948.3682 eV
* multiplicity: 2
* total charge: -2
* relative energy (zero: lowest compared OMol25 entry of this formula, charge and spin): 0.000 eV
* HOMO-LUMO gap (alpha / beta): 0.1383 / 0.3638 Eh